The following is a quantum chemistry calculation of a 9-piece molecular cluster, C21H28Cl25N2O4 overall at a distorted geometry, from the Open Molecules 2025 dataset.

CARTESIAN COORDINATES (ANGSTROEM)
C1 3.85663 1.22599 0.07308
C2 3.38319 2.23459 -0.93063
O1 3.21940 3.37757 -0.69176
O2 3.18125 1.72917 -2.19082
C3 1.84909 1.23321 -2.41255
C4 1.94395 -0.18520 -2.95363
C5 0.59013 -0.94704 -3.04332
C6 -0.56592 -0.23039 -2.40664
N1 -1.34565 0.41302 -3.24460
N2 -2.38131 1.06046 -2.72172
C7 -2.68898 1.10947 -1.44522
C8 -1.87125 0.47040 -0.50616
C9 -2.23838 0.61444 0.95466
O3 -2.28924 1.98252 1.32647
O4 -3.66915 2.35712 1.12249
C10 -0.78012 -0.22950 -0.99575
C11 0.18368 -0.98903 -0.12929
C12 -0.27646 -2.42291 0.25898
C13 -0.95859 -2.50968 1.61691
Cl1 -1.33754 -3.14023 -1.00249
H1 4.89288 0.95142 -0.13636
H2 3.25749 0.31305 0.05685
H3 3.81808 1.67484 1.06465
H4 1.30022 1.28922 -1.46791
H5 1.39549 1.90067 -3.14942
H6 2.37053 -0.12328 -3.95514
H7 2.65688 -0.74445 -2.34472
H8 0.33373 -1.11061 -4.08908
H9 0.66849 -1.93419 -2.58690
H10 -2.95701 1.54829 -3.41260
H11 -3.57346 1.66586 -1.15804
H12 -1.48901 0.16937 1.60454
H13 -3.21931 0.18077 1.15786
H14 -3.62068 3.32480 1.20129
H15 1.16388 -1.03022 -0.60093
H16 0.30961 -0.43747 0.80421
H17 0.61039 -3.05350 0.27202
H18 -0.55177 -1.75570 2.29139
H19 -2.03782 -2.37077 1.52812
H20 -0.79603 -3.48945 2.06620
C14 -6.42317 5.20933 1.47037
Cl2 -4.95988 5.22388 0.46128
Cl3 -7.74551 4.42814 0.61162
Cl4 -6.10652 4.42889 3.01160
H21 -6.69742 6.23963 1.65498
C15 -2.32557 5.87002 4.29119
Cl5 -2.89674 4.20102 4.42206
Cl6 -2.82986 6.58489 2.75491
Cl7 -2.89559 6.83403 5.64356
H22 -1.24408 5.85337 4.31556
C16 0.63051 0.71786 4.81201
Cl8 -0.66236 1.82641 4.36804
Cl9 0.17946 -0.30791 6.16343
Cl10 1.08854 -0.27592 3.41040
H23 1.49830 1.29946 5.09390
C17 3.91486 -3.36031 2.61583
Cl11 3.30820 -5.00147 2.52781
Cl12 3.36927 -2.40830 1.21206
Cl13 3.42658 -2.57146 4.11017
H24 4.99632 -3.39274 2.58210
C18 4.24420 -8.62478 4.49027
Cl14 5.71082 -9.57263 4.28710
Cl15 4.56491 -7.13788 5.37838
Cl16 3.51154 -8.27391 2.91585
H25 3.53357 -9.21031 5.05796
C19 -5.34534 3.54278 -4.63921
Cl17 -4.56164 4.66957 -5.73634
Cl18 -4.80058 1.88288 -4.94499
Cl19 -5.04616 3.99106 -2.96049
H26 -6.41180 3.57719 -4.81962
C20 -1.35959 3.22059 -7.06503
Cl20 0.14806 3.49799 -7.92123
Cl21 -2.55117 2.44258 -8.10038
Cl22 -1.07508 2.24698 -5.60727
H27 -1.75514 4.17686 -6.75053
C21 6.16067 -7.22007 0.28403
Cl23 7.59875 -8.22239 0.16177
Cl24 6.52264 -5.70018 1.11167
Cl25 5.45731 -6.91217 -1.30360
H28 5.42844 -7.74953 0.87957

Force components x, y, z for each atom (eV/Å):
C 0.1156 -0.0137 0.3283
C 0.2063 -0.8977 0.0144
O -0.2319 1.2561 0.1993
O -0.1514 -0.3786 -0.2779
C 0.6110 0.1804 -0.1491
C -0.0848 -0.0668 -0.0013
C 0.0583 0.0016 -0.1230
C 0.0027 -0.0379 -0.0806
N -0.3378 0.1657 0.2268
N 0.2406 -0.1104 -0.0874
C 0.0296 0.0558 0.1563
C 0.0682 -0.2041 -0.0920
C 0.1101 0.3885 0.0566
O -0.1156 -0.1150 -0.0617
O 0.0624 0.0472 -0.1477
C -0.1547 0.0418 -0.0530
C -0.3047 0.0744 0.3373
C 0.2643 0.0177 0.1425
C -0.2182 -0.0426 -0.0386
Cl 0.0135 -0.0767 -0.0808
H -0.0848 -0.0386 -0.1250
H 0.0272 0.0480 -0.0981
H -0.0121 -0.0781 -0.0387
H -0.1358 0.0155 -0.0598
H -0.2789 -0.0307 0.1767
H 0.0694 -0.0716 0.0795
H -0.0350 0.0304 0.0384
H -0.0751 0.0677 0.0523
H 0.0700 0.0454 -0.0444
H 0.0290 -0.0864 0.0146
H 0.0512 0.0307 -0.0711
H -0.0410 -0.0744 0.0039
H 0.1110 -0.2250 0.0389
H 0.0109 -0.0475 0.1094
H -0.0950 -0.0257 -0.0969
H 0.1373 -0.0016 -0.0549
H -0.0152 0.0532 -0.0505
H -0.0878 -0.2241 -0.0222
H 0.0501 0.1009 0.0262
H -0.0280 0.0109 -0.0745
C -0.1178 -0.0983 0.0559
Cl -0.0235 0.0867 -0.1634
Cl 0.0129 0.0095 0.0025
Cl -0.0358 0.0380 -0.0752
H 0.0332 0.0174 -0.0110
C -0.0422 0.0582 0.0142
Cl -0.0101 0.0464 -0.0213
Cl 0.0980 -0.0293 0.0821
Cl -0.0026 -0.0061 0.0227
H 0.0062 -0.0034 -0.0223
C -0.0618 -0.0151 -0.0731
Cl 0.0723 -0.0472 0.0465
Cl -0.0102 0.0204 -0.0105
Cl 0.1395 0.2657 0.0920
H 0.0112 -0.0039 -0.0050
C -0.0415 -0.0198 0.0266
Cl -0.0984 0.1047 0.0220
Cl 0.0166 0.0191 -0.0367
Cl 0.1379 -0.1551 0.0412
H 0.0041 0.0140 -0.0436
C 0.0967 0.0180 0.0177
Cl 0.0018 0.0054 -0.0091
Cl -0.0126 -0.0025 -0.0071
Cl -0.0741 -0.1111 -0.0326
H -0.0140 -0.0048 -0.0103
C 0.1122 0.0803 -0.0555
Cl -0.0249 -0.0119 -0.0027
Cl -0.0615 -0.0398 -0.0346
Cl -0.0171 -0.0482 0.1004
H -0.0110 -0.0249 0.0228
C 0.0303 0.0165 -0.0549
Cl 0.0059 0.0043 0.0075
Cl -0.0028 -0.0019 0.0189
Cl -0.0089 0.0089 -0.0501
H -0.0120 0.0035 0.0266
C -0.0388 -0.0385 0.0191
Cl -0.0025 0.0071 -0.0026
Cl 0.1075 0.0474 0.0146
Cl -0.0153 0.0032 0.0034
H 0.0019 0.0022 0.0126

Calculated values
Lowest unoccupied orbital energy ... -4.0 eV
Charge ... +1
Strongest force on any atom ... 1.3 eV Å⁻¹
Orbital gap ... 8.57 eV
HOMO ... -12.54 eV

The following is a quantum chemistry calculation of C15H17Br3ClN2O as an isolated structure at a distorted geometry, from the Open Molecules 2025 dataset.

CARTESIAN COORDINATES (ANGSTROEM)
C1 -2.25452 2.35782 2.13725
C2 -2.54460 1.86108 0.61783
O1 -1.37557 1.28170 -0.01438
C3 -1.72386 0.30241 -1.01949
C4 -0.68363 -0.94407 -0.80259
N1 -0.42809 -1.06553 0.66594
C5 -1.56636 -1.49392 1.47237
C6 -1.50388 -1.72282 2.99597
Cl1 -2.98474 -2.31011 3.87409
C7 -0.16653 -1.44261 3.73304
C8 1.03825 -0.98307 2.83673
C9 0.86627 -0.80606 1.28505
C10 2.12974 -0.38281 0.40994
C11 2.67949 1.05630 0.49324
C12 3.86592 1.23849 -0.46999
C13 4.33366 0.07107 -1.32715
N2 3.88889 -1.27906 -1.40485
C14 2.79558 -1.39718 -0.50531
H1 -3.26815 2.71814 2.55594
H2 -1.51965 3.24029 2.17522
H3 -1.90907 1.51174 2.82262
H4 -2.83412 2.79460 -0.00174
H5 -3.43640 1.13111 0.70612
H6 -2.77125 -0.15671 -0.87556
H7 -1.62352 0.72664 -2.08955
H8 -1.22005 -1.89876 -1.17271
H9 0.24673 -0.73828 -1.42721
H10 -2.55476 -1.71416 0.94468
H11 -0.08023 -1.60768 4.86233
H12 2.02416 -0.79728 3.37996
H13 2.30615 1.90388 1.15060
H14 4.39281 2.24975 -0.54157
H15 5.20562 0.30748 -2.04794
H16 2.33733 -2.45859 -0.47256
C15 -0.28944 -0.33050 -5.10315
Br1 -0.61595 1.57482 -4.94748
Br2 1.07494 -0.93083 -3.86099
Br3 -1.92447 -1.35934 -4.92747
H17 0.09331 -0.50796 -6.10722

Force components x, y, z for each atom (eV/Å):
C -0.4194 0.1049 -0.5386
C -0.5253 1.4355 1.1861
O -1.6154 -0.8669 -0.3023
C 0.5470 -0.8974 0.0702
C -1.1023 0.7462 -1.3870
N 0.4727 -1.0267 3.7620
C 1.6474 -0.1412 2.4655
C 2.7487 1.2065 -1.9500
Cl 2.1947 0.9075 -1.3626
C -0.2230 0.4038 -4.2518
C -3.8701 -0.8330 -0.8491
C -0.4760 -0.6394 2.0434
C 1.1692 1.2878 -0.7908
C 2.1907 -3.2076 -3.1085
C -2.0052 -2.3888 0.8631
C 0.1626 0.7098 0.1433
N -2.5474 4.6869 3.7327
C -0.6250 -0.0341 0.4147
H 1.6046 -0.4712 -0.6936
H -1.0511 -1.4571 -0.0909
H -0.3003 1.0677 -1.0732
H 0.1092 -1.5727 0.9868
H 1.4640 0.9455 -0.5223
H 1.3678 1.1049 -0.1605
H -0.1424 -0.7454 1.6757
H 1.1851 1.4331 0.6361
H -1.1312 -0.5156 1.4665
H 1.7627 0.4463 0.6408
H -0.0636 0.3190 -1.9398
H -1.4552 -0.2257 -1.3024
H 0.3670 -1.4572 -0.9733
H -0.8220 -1.7707 0.0114
H -1.5442 -0.4172 1.3463
H 0.7751 1.8617 -0.0441
C -0.0792 0.0648 -0.1552
Br 0.0562 -0.4027 0.0483
Br -0.0587 0.0990 -0.3414
Br 0.3114 0.2127 0.0616
H -0.0790 0.0269 0.2829

Calculated values
Lowest unoccupied orbital energy ... -4.7 eV
Charge ... +1
Strongest force on any atom ... 6.5 eV Å⁻¹
Orbital gap ... 7.74 eV
Energy above the lowest of the compared OMol25 structures with the same formula, charge and spin ... 706.2 kJ/mol
HOMO ... -12.42 eV

The following is a quantum chemistry calculation of an isolated molecule of C4H10N2O2 at a distorted geometry, from the Open Molecules 2025 dataset.

CARTESIAN COORDINATES (ANGSTROEM)
N1 1.20084 -0.74375 -0.71217
C1 -0.07366 -0.53846 -0.05117
C2 -0.02684 -1.19394 1.37970
O1 0.58504 -2.45364 1.22547
C3 -0.40903 0.91114 0.17834
N2 -0.67225 1.72313 -0.89741
C4 -0.38061 1.32445 -2.26639
O2 -0.53495 1.38980 1.29406
H1 1.95649 -0.37931 -0.15115
H2 1.36321 -1.68980 -1.00970
H3 -0.85284 -1.18405 -0.51453
H4 0.40076 -0.53536 2.15686
H5 -0.97825 -1.29773 1.93326
H6 1.18794 -2.67758 1.93710
H7 -0.90929 2.68721 -0.73625
H8 -1.27937 0.75561 -2.60879
H9 0.51114 0.77029 -2.54423
H10 -0.35799 2.23229 -2.88913

Force components x, y, z for each atom (eV/Å):
N -0.3326 1.0719 -0.6925
C 0.2546 -2.2347 1.9426
C -0.2979 0.6298 1.4024
O 0.0825 -0.5430 -0.0890
C -1.2513 2.0592 -0.5568
N 1.5026 -1.4076 -0.3562
C -2.0463 0.4966 -1.3763
O 0.1798 -0.4497 0.3044
H 0.1388 -0.2608 0.0173
H 0.0045 -0.1249 0.3616
H 0.3007 1.1031 -0.4760
H 1.0512 -0.1476 -0.8137
H -0.4480 -0.2437 -1.1572
H -0.1249 0.2736 0.1023
H 0.1610 -0.0995 0.3702
H 0.7915 0.1370 -0.2078
H 0.1286 -0.0667 0.9669
H -0.0948 -0.1931 0.2577

Calculated values
Lowest unoccupied orbital energy ... 0.8 eV
Strongest force on any atom ... 3.0 eV Å⁻¹
Orbital gap ... 10.09 eV
Energy above the lowest of the compared OMol25 structures with the same formula, charge and spin ... 213.7 kJ/mol
SMILES ... CNC(=O)[C@@H](N)CO
HOMO ... -9.28 eV